{
  "formula": "NO6S",
  "method": "wB97M-V/def2-TZVPD",
  "homo_ev": -4.780,
  "charge": -1,
  "gap_ev": 7.09,
  "elements": ["N", "O", "O", "O", "O", "O", "O", "S"],
  "coordinates": [[1.546630, -1.256250, -0.406909], [0.320482, -0.986493, -0.251303], [-0.821212, 2.232045, -0.326375], [2.356280, -0.341184, -0.326626], [-1.286478, 1.074563, 1.784507], [-2.587487, 0.524150, -0.214061], [1.928115, -2.411460, -0.629881], [-1.456330, 1.164629, 0.370649]],
  "forces_ev_per_angstrom": [[0.06, 0.35, 0.11], [-0.96, -0.32, 0.02], [0.25, -0.47, -0.16], [0.78, 0.82, 0.05], [0.34, -0.37, -0.32], [0.48, -0.37, -0.21], [-0.53, -0.33, -0.03], [-0.42, 0.68, 0.54]]
}